Entry 1:
Entry from the Open Molecules 2025 dataset: C24H71O12Sr as an isolated structure at a distorted geometry (ωB97M-V with the def2-TZVPD basis set).

Last column: Mulliken charge in e.
Atoms and positions in Å:
1 Sr 0.040 3.322 -2.798  1.714
2 C 0.467 -0.172 0.209  -0.342
3 C -0.570 0.625 -0.580  1.179
4 O -0.092 1.055 -1.825  -0.416
5 H 1.428 0.347 0.277  -0.599
6 H 0.658 -1.135 -0.274  0.209
7 H 0.101 -0.373 1.219  0.393
8 H -0.892 1.479 0.048  -0.582
9 H -1.446 -0.030 -0.718  -0.487
10 C 4.310 1.674 -1.241  -0.641
11 C 3.563 2.261 -0.075  0.550
12 O 4.352 3.225 0.629  -0.584
13 H 3.747 0.887 -1.742  -0.096
14 H 5.248 1.267 -0.857  0.373
15 H 4.596 2.465 -1.937  0.311
16 H 3.272 1.464 0.618  -0.016
17 H 2.625 2.749 -0.364  -0.194
18 H 4.813 2.772 1.341  0.378
19 C -1.933 4.284 0.815  -0.550
20 C -0.751 5.144 0.529  -0.543
21 O 0.109 4.460 -0.447  -0.361
22 H -2.576 4.808 1.527  0.489
23 H -1.638 3.389 1.373  -0.160
24 H -2.490 4.015 -0.079  0.228
25 H -0.158 5.327 1.425  0.263
26 H -1.077 6.114 0.143  0.442
27 H 0.943 4.952 -0.446  0.235
28 C 1.275 2.459 2.765  0.409
29 C 1.058 3.211 4.048  -0.817
30 O 0.847 4.599 3.837  -0.569
31 H 0.521 2.629 2.000  -0.169
32 H 1.432 1.395 2.963  -0.220
33 H 2.252 2.730 2.337  0.350
34 H 1.855 3.011 4.769  0.430
35 H 0.158 2.837 4.548  0.263
36 H 1.695 5.007 3.634  0.360
37 C 3.793 -2.111 -3.071  -1.387
38 C 2.507 -1.761 -2.351  0.327
39 O 1.846 -0.680 -3.051  -0.573
40 H 4.197 -3.049 -2.690  0.405
41 H 4.559 -1.351 -2.892  0.250
42 H 3.624 -2.172 -4.145  0.298
43 H 2.716 -1.451 -1.323  0.222
44 H 1.850 -2.637 -2.325  -0.007
45 H 1.312 -0.171 -2.404  0.064
46 C -2.787 -3.922 -0.736  -0.675
47 C -3.406 -4.351 0.567  -0.293
48 O -2.421 -5.115 1.282  -0.517
49 H -1.831 -3.423 -0.586  -0.070
50 H -3.466 -3.252 -1.267  0.321
51 H -2.695 -4.790 -1.391  0.404
52 H -4.304 -4.951 0.388  0.259
53 H -3.721 -3.484 1.158  0.346
54 H -2.510 -4.991 2.230  0.277
55 C -2.624 -2.440 -4.441  -1.538
56 C -1.913 -1.679 -3.371  1.340
57 O -1.530 -0.424 -3.906  -0.651
58 H -3.536 -1.922 -4.743  0.368
59 H -2.934 -3.422 -4.073  0.366
60 H -1.987 -2.565 -5.314  0.382
61 H -1.032 -2.243 -3.032  -0.035
62 H -2.565 -1.547 -2.497  -0.506
63 H -0.931 0.019 -3.274  0.310
64 C -4.175 1.467 -0.284  -0.427
65 C -4.507 0.073 0.201  0.165
66 O -5.787 -0.019 0.824  -0.556
67 H -4.176 2.175 0.548  0.180
68 H -4.884 1.854 -1.024  0.475
69 H -3.184 1.494 -0.751  -0.189
70 H -3.797 -0.209 0.981  -0.147
71 H -4.404 -0.675 -0.592  0.225
72 H -6.454 0.309 0.212  0.326
73 C 3.170 1.238 -5.978  -1.109
74 C 2.835 2.096 -4.795  0.014
75 O 1.507 1.810 -4.296  -0.329
76 H 4.134 1.520 -6.403  0.408
77 H 2.429 1.357 -6.770  0.292
78 H 3.224 0.191 -5.682  0.202
79 H 2.874 3.160 -5.053  0.416
80 H 3.588 1.951 -4.014  -0.008
81 H 1.554 0.881 -3.961  0.274
82 C -2.055 0.919 3.387  0.699
83 C -3.372 1.597 3.755  -0.520
84 O -3.328 2.228 5.020  -0.554
85 H -1.765 0.170 4.122  0.471
86 H -1.255 1.660 3.331  -0.653
87 H -2.186 0.445 2.410  -0.391
88 H -4.149 0.833 3.832  0.348
89 H -3.687 2.282 2.960  0.169
90 H -2.920 3.094 4.942  0.319
91 C 1.836 -1.446 3.998  -0.566
92 C 1.508 -0.568 5.182  -0.110
93 O 2.579 0.298 5.563  -0.514
94 H 1.978 -0.831 3.102  -0.101
95 H 0.985 -2.084 3.748  0.248
96 H 2.717 -2.068 4.151  0.420
97 H 1.178 -1.169 6.041  0.407
98 H 0.652 0.068 4.943  -0.052
99 H 3.344 -0.242 5.786  0.297
100 C 1.079 -4.773 -0.081  -0.750
101 C 0.760 -6.245 0.133  -0.439
102 O -0.514 -6.609 -0.339  -0.523
103 H 0.934 -4.487 -1.128  0.191
104 H 2.130 -4.559 0.152  0.448
105 H 0.445 -4.128 0.530  0.188
106 H 0.906 -6.505 1.192  0.262
107 H 1.479 -6.848 -0.425  0.343
108 H -1.178 -6.066 0.118  0.231

Calculated values
* total charge: +1
* relative energy (zero: lowest compared OMol25 entry of this formula, charge and spin): 129.88 kJ/mol
* HOMO level: -11.25 eV
* maximum force: 2.5 eV/A
* frontier orbital gap: 6.87 eV

Entry 2:
Entry from the Open Molecules 2025 dataset: a 11-piece molecular cluster, C24H72BF4N4O10 overall at a distorted geometry (ωB97M-V with the def2-TZVPD basis set).

Last column: Mulliken charge in e.
Atoms and positions in Å:
1 B -7.289 17.493 -0.428  0.564
2 F -7.477 16.391 0.412  0.479
3 F -6.999 18.688 0.270  -0.466
4 F -6.207 17.236 -1.274  -0.704
5 F -8.446 17.710 -1.206  -0.255
6 C -10.199 14.443 2.985  -0.917
7 C -9.481 15.718 3.399  0.664
8 O -10.349 16.852 3.220  -0.520
9 H -10.331 14.445 1.905  -0.139
10 H -11.151 14.349 3.505  0.394
11 H -9.605 13.556 3.231  0.358
12 H -8.617 15.905 2.751  -0.686
13 H -9.091 15.818 4.413  0.468
14 H -10.324 16.991 2.243  0.363
15 C -3.719 19.626 -3.710  -1.110
16 C -5.028 18.987 -4.143  0.475
17 O -5.186 17.628 -3.729  -0.407
18 H -2.895 19.149 -4.246  0.156
19 H -3.569 19.480 -2.640  0.253
20 H -3.699 20.689 -3.953  0.472
21 H -5.116 18.908 -5.230  0.392
22 H -5.854 19.601 -3.770  -0.383
23 H -5.517 17.654 -2.812  0.428
24 C -8.092 21.615 -3.567  -1.119
25 C -8.880 20.324 -3.776  -0.138
26 O -9.327 19.897 -2.495  -0.437
27 H -7.293 21.508 -2.834  0.213
28 H -8.755 22.420 -3.242  0.338
29 H -7.640 22.015 -4.483  0.384
30 H -8.266 19.533 -4.216  0.208
31 H -9.734 20.489 -4.433  0.310
32 H -8.749 19.203 -2.131  0.208
33 C -5.708 12.469 2.096  -1.496
34 C -6.291 13.844 1.802  0.960
35 O -5.669 14.372 0.651  -0.509
36 H -5.993 12.088 3.079  0.409
37 H -4.621 12.435 2.048  0.327
38 H -6.148 11.802 1.353  0.272
39 H -6.184 14.524 2.657  -0.079
40 H -7.374 13.753 1.642  -0.247
41 H -6.069 15.246 0.491  0.155
42 O -4.636 19.399 1.461  -0.659
43 H -5.276 18.821 1.022  0.232
44 H -3.774 19.067 1.188  0.274
45 O -10.438 16.693 0.441  -0.589
46 H -9.546 16.912 0.116  0.180
47 H -10.641 15.888 -0.062  0.245
48 C -7.762 12.550 -1.141  -1.299
49 C -8.997 13.345 -0.898  2.333
50 C -9.382 14.238 -2.081  -1.028
51 O -10.504 15.026 -1.747  -0.427
52 C -10.873 15.957 -2.748  -0.746
53 N -10.124 12.527 -0.495  -0.820
54 H -7.903 11.843 -1.970  0.425
55 H -7.631 11.946 -0.237  0.166
56 H -6.828 13.037 -1.414  0.148
57 H -8.735 14.100 -0.135  -0.972
58 H -9.637 13.659 -2.980  0.508
59 H -8.523 14.871 -2.338  0.167
60 H -11.700 16.567 -2.393  0.260
61 H -11.197 15.443 -3.658  0.346
62 H -10.021 16.608 -2.953  0.199
63 H -9.900 12.098 0.400  0.304
64 H -10.941 13.096 -0.302  0.328
65 C -3.793 14.069 -2.406  -1.312
66 C -2.717 15.044 -2.821  0.285
67 C -2.726 15.249 -4.353  -0.740
68 O -1.748 16.215 -4.717  -0.325
69 C -1.904 16.567 -6.061  -0.775
70 N -2.864 16.349 -2.134  -0.656
71 H -3.666 13.158 -3.003  0.459
72 H -4.823 14.371 -2.599  0.206
73 H -3.663 13.835 -1.351  0.262
74 H -1.714 14.660 -2.604  0.391
75 H -3.715 15.564 -4.691  0.339
76 H -2.424 14.271 -4.754  0.478
77 H -2.869 17.024 -6.296  0.277
78 H -1.660 15.737 -6.736  0.338
79 H -1.191 17.327 -6.402  0.270
80 H -3.642 16.790 -2.643  0.097
81 H -2.109 16.918 -2.521  0.413
82 C -10.171 19.961 2.461  -1.548
83 C -10.507 20.693 1.173  1.365
84 C -11.811 21.464 1.234  -1.082
85 O -12.848 20.496 1.366  -0.189
86 C -14.157 21.015 1.332  -0.834
87 N -9.413 21.633 0.848  -0.919
88 H -9.296 19.312 2.443  0.064
89 H -11.002 19.359 2.834  0.457
90 H -9.999 20.647 3.298  0.411
91 H -10.617 20.019 0.317  0.016
92 H -11.941 22.124 0.369  0.413
93 H -11.831 22.099 2.129  0.346
94 H -14.304 21.620 0.429  0.326
95 H -14.366 21.651 2.202  0.301
96 H -14.769 20.114 1.336  0.201
97 H -8.557 21.100 0.750  0.359
98 H -9.653 21.942 -0.092  0.301
99 C -7.643 19.440 7.633  -1.626
100 C -7.730 19.450 6.089  0.475
101 C -6.866 18.326 5.523  -0.756
102 O -6.749 18.514 4.143  -0.184
103 C -6.296 17.348 3.465  -0.589
104 N -9.165 19.290 5.783  -0.642
105 H -6.654 19.819 7.906  0.414
106 H -7.777 18.446 8.065  0.316
107 H -8.398 20.080 8.086  0.429
108 H -7.349 20.405 5.724  0.343
109 H -7.352 17.381 5.824  0.230
110 H -5.867 18.248 5.978  0.395
111 H -6.948 16.515 3.731  0.165
112 H -5.237 17.154 3.658  0.402
113 H -6.377 17.596 2.412  -0.021
114 H -9.229 18.968 4.805  0.116
115 H -9.368 18.358 6.168  0.328

Calculated values
* total charge: -1
* relative energy (zero: lowest compared OMol25 entry of this formula, charge and spin): 0.00 kJ/mol
* HOMO level: -6.55 eV
* maximum force: 2.5 eV/A
* frontier orbital gap: 9.10 eV

Q: Among the records above, which one has the lowest total charge?
A: C24H72BF4N4O10